Entry 1:
Molecular formula: CCl4OS
Method: DFT, ωB97M-V with the def2-TZVPD basis set

Properties
* structure (SMILES): ClSOC(Cl)(Cl)Cl
* LUMO level: -0.116 eV

Last column: Mulliken charge in e.
CARTESIAN COORDINATES (ANGSTROEM)
1 Cl -1.53 0.41 1.46  -0.1239
2 Cl 0.35 1.72 -0.29  -0.1146
3 Cl 2.80 -0.63 -0.12  -0.0931
4 Cl -1.95 0.37 -1.41  -0.1077
5 S 1.13 -1.30 0.78  0.2189
6 O -0.07 -0.87 -0.29  -0.2544
7 C -0.73 0.30 -0.13  0.4748



Entry 2:
Molecular formula: CCl4OS
Method: DFT, ωB97M-V with the def2-TZVPD basis set

Properties
* LUMO level (spin up / spin down): -1.664 / -1.665 eV

Last column: Mulliken charge in e.
CARTESIAN COORDINATES (ANGSTROEM)
1 Cl 1.36 1.57 0.71  -0.1374
2 Cl -1.82 -0.75 1.33  -0.1981
3 Cl 2.12 -1.17 0.44  -0.0962
4 Cl -1.41 1.56 -0.79  -0.0766
5 S -0.57 -0.18 -0.27  0.7223
6 O -0.86 -1.16 -1.25  -0.4121
7 C 1.17 0.13 -0.17  0.1980



Entry 3:
Molecular formula: CCl4S2
Method: DFT, ωB97M-V with the def2-TZVPD basis set

Properties
* LUMO level (spin up / spin down): -2.202 / -0.872 eV

Last column: Mulliken charge in e.
CARTESIAN COORDINATES (ANGSTROEM)
1 Cl -0.46 -1.16 0.89  -0.0923
2 Cl -2.51 0.83 0.76  -0.1161
3 Cl 3.29 -0.86 0.22  -0.1628
4 Cl -2.07 -0.81 -1.49  -0.1136
5 S 1.02 1.27 -0.90  -0.0259
6 S 2.35 1.05 0.48  0.1745
7 C -1.63 -0.32 0.03  0.3362



We obtain relative energy (zero: lowest compared OMol25 entry of this formula, charge and spin) values of 13.2, 66.2, 33.7 kcal per mole for the records listed above, in that order.
We obtain F_max values of 1.3, 1.5, 2.3 eV/Å for the records listed above, in that order.